{
  "formula": "C21H40AlNO4SSi",
  "method": "ωB97M-V/def2-TZVPD",
  "homo_lumo_gap_ev": 8.97,
  "total_energy_ev": -57412.283,
  "total_charge": 2,
  "species": ["Al", "C", "C", "C", "C", "O", "Si", "S", "O", "C", "C", "C", "C", "O", "C", "C", "C", "C", "H", "H", "H", "H", "H", "H", "H", "H", "H", "H", "H", "H", "H", "H", "H", "H", "H", "H", "H", "H", "H", "H", "H", "H", "H", "H", "H", "C", "C", "C", "O", "H", "H", "H", "H", "H", "H", "C", "C", "C", "C", "N", "C", "C", "H", "H", "H", "H", "H", "H", "H"],
  "xyz": [[0.0561, -0.5960, 0.4825], [3.0516, -2.3997, 0.5359], [2.9776, -1.0922, 1.3009], [2.5764, -1.2684, 2.7513], [4.2568, -0.2954, 1.1522], [1.8398, -0.2951, 0.6682], [1.8431, 1.4020, 0.2157], [-0.2249, 1.3494, -0.4288], [2.1035, 2.1312, 1.6149], [2.4801, 3.5341, 1.8756], [3.9759, 3.6728, 1.6515], [1.6821, 4.4334, 0.9464], [2.1132, 3.7759, 3.3288], [2.9199, 1.7317, -0.9042], [3.0444, 1.6977, -2.3624], [4.5231, 1.9065, -2.6372], [2.2091, 2.8251, -2.9438], [2.5781, 0.3393, -2.8633], [3.9875, -2.9015, 0.7807], [3.0452, -2.2182, -0.5395], [2.2402, -3.0774, 0.8026], [3.3126, -1.8854, 3.2664], [1.6109, -1.7779, 2.8301], [2.5196, -0.3012, 3.2504], [5.0557, -0.8366, 1.6587], [4.1732, 0.6855, 1.6173], [4.5353, -0.1819, 0.1050], [4.2477, 3.4037, 0.6306], [4.5301, 3.0428, 2.3484], [4.2744, 4.7065, 1.8257], [1.9418, 4.2510, -0.1001], [1.9047, 5.4782, 1.1606], [0.6108, 4.2787, 1.0843], [2.6540, 3.0875, 3.9781], [1.0417, 3.6404, 3.4798], [2.3756, 4.7941, 3.6145], [4.8518, 2.8623, -2.2305], [4.7071, 1.9082, -3.7113], [5.1172, 1.1105, -2.1870], [2.5422, 3.7865, -2.5525], [1.1507, 2.6936, -2.7161], [2.3238, 2.8448, -4.0275], [3.1611, -0.4621, -2.4040], [2.7073, 0.2777, -3.9434], [1.5169, 0.2009, -2.6421], [-2.0152, -0.3327, 4.0444], [-1.8608, -0.2356, 2.5832], [-2.8819, 0.4686, 1.7809], [-0.8524, -0.7515, 2.0423], [-2.3560, 0.6232, 4.4466], [-1.1020, -0.6648, 4.5296], [-2.8222, -1.0451, 4.2521], [-3.8669, 0.4000, 2.2392], [-2.9027, 0.1322, 0.7464], [-2.5993, 1.5299, 1.7821], [-0.5890, -6.0267, -2.3866], [-0.4658, -4.7355, -1.6544], [-0.5162, -4.6764, -0.2601], [-0.3932, -3.4694, 0.3839], [-0.2169, -2.3149, -0.2851], [-0.1700, -2.3539, -1.6409], [-0.2910, -3.5262, -2.3399], [-0.7808, -6.8578, -1.7132], [0.3308, -6.2284, -2.9395], [-1.3953, -5.9719, -3.1195], [-0.6533, -5.5756, 0.3244], [-0.4301, -3.3915, 1.4633], [-0.0313, -1.4060, -2.1484], [-0.2522, -3.5070, -3.4206]]
}